A 2-piece molecular cluster, C2H9NOS2 overall. Source: the OMol25 dataset; level of theory: ωB97M-V/def2-TZVPD.

XYZ file:
```
15
Properties=species:S:1:pos:R:3:forces:R:3:lowdin_charge:R:1
N -1.4726 2.9423 -1.0585 0.4 0.0 0.4 -0.0127
C -1.4824 1.5909 -0.4884 0.1 -0.1 0.3 -0.3836
C -0.6655 0.6561 -1.3516 0.2 -0.1 0.2 -0.5876
S -0.8180 -1.0649 -0.7893 0.2 0.0 0.1 0.4354
S 1.0337 -1.3695 0.0692 -0.2 -0.1 0.1 0.3143
H -1.8020 3.5738 -0.3373 -0.3 0.1 -0.1 0.0630
H -0.4940 3.2105 -1.1533 -0.1 0.0 -0.2 0.0660
H -2.4961 1.1994 -0.4547 -0.3 0.1 -0.1 0.0971
H -1.1300 1.5445 0.5535 0.1 0.0 -0.2 0.1079
H 0.4015 0.8829 -1.3378 -0.1 0.1 0.0 0.0517
H -1.0100 0.7201 -2.3721 -0.1 0.0 -0.4 0.0676
H 1.5711 -2.1011 -0.9162 0.1 0.0 -0.1 -0.2037
O 2.2386 -0.1497 3.7034 -0.4 0.5 -0.3 -0.0673
H 2.1414 -1.0641 3.4247 0.3 0.0 0.3 0.0226
H 2.9341 -0.0491 4.3559 0.1 -0.5 0.0 0.0293
```
Forces are in eV/Å.

Values from the calculation:
* HOMO: -9.072 eV
* orbital gap: 9.5 eV
* SMILES: NCCSS.O
* net charge: 0
* spin multiplicity: 1
* LUMO: 0.45 eV
* energy above the lowest of the compared OMol25 structures with the same formula, charge and spin: 0.211 eV

A 2-piece molecular cluster, C2H8N2O2 overall. Source: the OMol25 dataset; level of theory: ωB97M-V/def2-TZVPD.

XYZ file:
```
14
Properties=species:S:1:pos:R:3:forces:R:3:lowdin_charge:R:1
N -1.7476 2.2691 0.4419 1.3 -1.3 2.3 0.0622
C -0.3395 2.6821 0.2762 -2.1 0.7 -0.4 -0.3675
O 0.3076 3.4905 0.8818 -0.6 -0.8 0.6 0.0400
H -2.0630 1.8134 1.3675 1.0 1.9 -1.1 0.1210
H -1.8816 1.4433 -0.1171 0.1 0.0 -1.0 0.0393
H -0.0255 2.3799 -0.7228 0.3 -0.5 -0.3 0.1063
N 1.2062 -2.4527 -0.9509 -0.8 -0.2 1.7 -0.0297
C 0.6438 -1.1504 -0.4412 3.2 -1.7 2.4 -0.3096
O -0.1060 -1.2388 0.8299 0.9 -0.8 -0.7 -0.1281
H 1.8330 -2.9606 -0.2165 -1.8 1.2 -1.8 0.1024
H 0.3720 -3.0430 -1.2295 1.6 0.6 0.7 0.0826
H 1.5275 -0.4277 -0.3026 -1.4 -1.0 -0.2 0.1277
H -0.0051 -0.8212 -1.1753 -1.4 0.9 -1.3 0.0690
H 0.2784 -1.9838 1.3586 -0.4 1.1 -0.8 0.0845
```
Forces are in eV/Å.

Values from the calculation:
* HOMO: -10.128 eV
* orbital gap: 10.8 eV
* SMILES: NC=O.NCO
* net charge: 0
* spin multiplicity: 1
* LUMO: 0.64 eV
* energy above the lowest of the compared OMol25 structures with the same formula, charge and spin: 2.165 eV

C44H35AlN6P2Se2 as an isolated structure. Source: the OMol25 dataset; level of theory: ωB97M-V/def2-TZVPD.

XYZ file:
```
90
Properties=species:S:1:pos:R:3:forces:R:3:lowdin_charge:R:1
Al 1.5510 -2.2229 -1.6135 0.1 -0.2 -0.3 0.1427
C 1.7355 -4.7186 -3.3395 0.1 0.0 0.1 -0.0412
C 2.1849 -3.4213 -3.6020 0.0 0.0 0.0 -0.1224
C 3.3433 -2.9356 -2.9677 0.1 0.2 0.0 -0.1301
C 4.0886 -3.7821 -2.1346 0.0 0.2 0.1 -0.0608
C 3.6674 -5.0781 -1.9246 -0.1 -0.2 0.0 -0.0592
C 2.4848 -5.5385 -2.5087 0.0 -0.1 0.0 -0.0361
H 0.8396 -5.0904 -3.8209 0.0 0.0 0.0 0.1348
H 1.6929 -2.8148 -4.3488 -0.1 0.0 0.0 0.1250
H 3.7475 -1.9645 -3.2371 0.0 0.1 0.0 0.1406
H 4.9987 -3.4178 -1.6755 0.0 0.0 0.0 0.1371
H 4.2528 -5.7385 -1.2979 0.0 0.0 0.0 0.1334
H 2.1578 -6.5547 -2.3260 0.0 0.0 0.0 0.1332
Se -1.6105 2.4144 0.6453 0.2 -0.1 0.0 0.3491
P 0.3467 2.2925 1.4310 -0.1 -0.1 -0.3 0.5561
C 0.3988 1.8346 3.1810 0.0 -0.2 0.3 -0.3353
C -0.7244 1.2351 3.7526 0.0 0.1 0.1 -0.1202
C -0.7476 0.9329 5.1088 0.0 0.0 0.0 -0.0706
C 0.3462 1.2431 5.9077 -0.1 0.1 0.0 -0.0764
C 1.4578 1.8646 5.3526 -0.1 0.1 -0.1 -0.0799
C 1.4871 2.1628 3.9970 -0.1 -0.1 0.0 -0.0598
C 1.3451 3.7772 1.2568 0.2 0.0 -0.2 -0.3684
C 2.7401 3.7310 1.3262 0.0 0.1 0.0 -0.1149
C 3.4780 4.8954 1.1958 -0.1 0.0 0.0 -0.0606
C 2.8249 6.1074 0.9860 0.1 0.0 0.0 -0.0563
C 1.4426 6.1531 0.9007 0.0 0.0 0.0 -0.0545
C 0.6993 4.9855 1.0268 0.0 0.1 0.1 -0.0880
C 1.2807 1.0374 0.4416 -0.2 0.6 -0.2 -0.3477
C 1.3273 -0.3420 0.3581 0.4 0.0 0.4 -0.3749
N 1.9956 -0.6069 -0.8076 -0.1 -0.3 -0.3 -0.1228
N 2.2694 0.5352 -1.4354 -0.1 0.2 0.4 0.0260
N 1.8699 1.5257 -0.6958 -0.1 -0.4 0.0 0.0659
P 1.0834 -1.7136 1.4926 -0.1 0.1 -0.2 0.8046
Se 1.5461 -3.5529 0.3093 -0.2 0.0 0.0 0.7228
C -0.6029 -1.8648 2.0052 -0.1 -0.1 0.1 -0.3767
C -0.9212 -2.6905 3.0893 -0.1 0.0 0.0 -0.0738
C -2.2530 -2.9035 3.4061 0.1 0.0 0.0 -0.0404
C -3.2526 -2.3117 2.6390 0.0 0.0 0.0 -0.0366
C -2.9290 -1.5139 1.5494 0.0 0.0 0.0 -0.0534
C -1.6002 -1.2933 1.2212 -0.1 0.2 0.1 -0.1196
C 2.2299 -1.5888 2.8409 0.1 0.0 0.0 -0.3459
C 3.5870 -1.7780 2.5537 0.0 0.0 0.1 -0.0896
C 4.5264 -1.5792 3.5457 0.0 0.0 0.0 -0.0461
C 4.1138 -1.1900 4.8183 0.0 0.0 0.0 -0.0297
C 2.7706 -0.9926 5.0952 0.0 -0.1 0.0 -0.0505
C 1.8138 -1.1840 4.1063 0.1 0.0 0.0 -0.0726
H -1.6020 1.0708 3.1434 0.0 -0.1 -0.1 0.0563
H -1.6333 0.4873 5.5476 0.0 0.0 0.0 0.1159
H 0.3200 1.0305 6.9706 0.0 0.0 0.0 0.1186
H 2.2950 2.1440 5.9820 0.0 0.0 -0.1 0.1200
H 2.3464 2.6767 3.5922 0.0 0.0 0.0 0.0972
H 3.2559 2.7871 1.4625 0.0 0.0 0.0 0.1028
H 4.5597 4.8621 1.2492 -0.1 0.0 0.0 0.1118
H 3.4022 7.0172 0.8771 0.0 0.0 0.0 0.1139
H 0.9382 7.0962 0.7292 0.0 -0.1 0.0 0.1149
H -0.3804 5.0117 0.9495 0.0 0.0 0.0 0.0690
H -0.1467 -3.1631 3.6807 0.0 0.0 0.0 0.1184
H -2.5134 -3.5317 4.2491 0.0 0.0 0.0 0.1210
H -4.2922 -2.4767 2.8947 0.0 0.0 0.0 0.1203
H -3.7112 -1.0423 0.9668 0.0 0.0 0.0 0.1169
H -1.3484 -0.6321 0.3981 0.0 0.0 0.1 0.0596
H 3.9034 -2.0898 1.5651 0.0 0.0 0.0 0.0916
H 5.5774 -1.7298 3.3349 0.0 0.0 0.0 0.1184
H 4.8507 -1.0386 5.5969 0.0 0.0 0.0 0.1216
H 2.4570 -0.6816 6.0831 0.0 -0.1 0.0 0.1141
H 0.7701 -0.9957 4.3231 0.1 0.0 0.0 0.0888
N -4.6584 0.2279 -3.8683 -0.2 0.0 0.0 0.1750
C -5.3807 1.1924 -4.5392 -0.2 -0.3 0.2 -0.1765
C -6.7566 1.4243 -4.6599 0.2 -0.1 0.0 -0.0081
C -7.1168 2.5079 -5.4209 0.0 0.1 -0.1 -0.0608
C -6.1574 3.3411 -6.0476 -0.1 0.0 0.0 -0.0630
C -4.8138 3.1025 -5.9243 0.1 0.0 0.0 0.0018
C -4.4219 1.9977 -5.1520 0.5 0.3 -0.2 -0.2087
N -3.1513 1.5321 -4.8708 -0.3 0.2 -0.2 0.2015
C -3.3362 0.4860 -4.1150 0.3 -0.3 0.2 -0.2898
C -2.2233 -0.2882 -3.5790 -0.4 0.3 -0.3 -0.0787
C -2.3792 -1.3191 -2.6588 -0.1 -0.3 0.2 0.0325
C -1.2737 -1.9766 -2.1779 -0.1 -0.2 0.1 -0.0755
N -0.0241 -1.6662 -2.5653 0.2 0.2 0.0 -0.0041
C 0.1311 -0.6629 -3.4732 -0.1 0.0 0.0 -0.0679
C -0.9253 0.0226 -3.9978 0.1 0.1 0.0 0.0505
H -5.0457 -0.5470 -3.3609 0.0 0.0 0.0 0.1564
H -7.4970 0.7907 -4.1876 0.1 0.0 0.0 0.1150
H -8.1675 2.7343 -5.5499 0.0 0.0 0.0 0.1131
H -6.5016 4.1810 -6.6365 0.0 0.0 0.0 0.1113
H -4.0720 3.7303 -6.4034 -0.1 0.0 0.0 0.1206
H -3.3529 -1.6141 -2.2914 0.0 0.0 0.0 0.1243
H -1.3726 -2.7730 -1.4485 0.0 0.0 0.0 0.1249
H 1.1379 -0.3914 -3.7623 0.1 -0.1 0.1 0.1239
H -0.7726 0.8210 -4.7100 0.0 0.0 0.0 0.1350
```
Forces are in eV/Å.

Values from the calculation:
* HOMO: -12.357 eV
* orbital gap: 6.5 eV
* net charge: +2
* spin multiplicity: 1
* LUMO: -5.88 eV
* energy above the lowest of the compared OMol25 structures with the same formula, charge and spin: 0.000 eV

One molecule with the formula C5H8N2. Source: the OMol25 dataset; level of theory: ωB97M-V/def2-TZVPD.

XYZ file:
```
15
Properties=species:S:1:pos:R:3:forces:R:3:lowdin_charge:R:1
C -1.9585 -1.2777 -0.3593 -1.5 2.7 1.2 0.0740
C -1.3167 -0.1378 -0.2521 1.3 -1.5 -0.4 -0.4364
C -2.0337 1.0786 -0.0249 0.9 1.7 2.0 -0.0578
N 0.0108 0.0572 -0.5616 1.0 -0.1 -1.4 0.1337
C 1.1517 -0.3479 -0.4122 0.7 1.2 1.9 -0.0553
C 2.4633 -0.4321 -0.1384 -2.6 -2.1 -2.4 -0.2468
N 3.2774 0.4553 0.5591 -1.0 1.2 -0.3 0.0154
H -2.9672 -1.1941 -0.0570 -1.2 -0.3 -0.1 0.0586
H -1.6004 -2.1798 -0.5279 1.9 -3.9 -0.9 0.0117
H -1.3899 1.8652 -0.3246 0.0 1.1 -1.0 0.0762
H -2.1296 1.3058 1.0240 -0.1 -0.2 0.8 0.0898
H -2.9962 1.0740 -0.4051 -1.7 0.2 -1.1 0.0669
H 2.8620 -1.3271 -0.6539 0.5 0.8 0.6 0.1066
H 3.9046 -0.1132 1.0703 0.7 0.2 1.2 0.0576
H 2.7224 1.1736 1.0637 1.0 -1.0 -0.2 0.1059
```
Forces are in eV/Å.

Values from the calculation:
* HOMO: -7.119 eV
* orbital gap: 8.1 eV
* SMILES: C=C(C)N=C=CN
* net charge: 0
* spin multiplicity: 1
* LUMO: 0.94 eV
* energy above the lowest of the compared OMol25 structures with the same formula, charge and spin: 3.521 eV

A 2-piece molecular cluster, CH6S overall. Source: the OMol25 dataset; level of theory: ωB97M-V/def2-TZVPD.

XYZ file:
```
8
Properties=species:S:1:pos:R:3:forces:R:3:lowdin_charge:R:1
C 0.5682 -1.2825 0.4650 0.1 0.0 -0.2 -0.0449
H 1.0134 -2.1505 -0.0064 0.1 -0.2 0.0 0.0133
H 0.0350 -1.5888 1.3526 -0.1 -0.1 0.2 0.0113
H -0.1233 -0.8241 -0.2358 0.0 0.1 0.0 -0.0058
H 1.3615 -0.5883 0.7295 -0.1 0.1 0.0 0.0173
S -0.7534 2.3173 -1.3625 -0.3 -0.2 0.5 0.4532
H -1.6553 1.4590 -0.8427 0.1 0.1 -0.4 -0.2224
H -0.4461 2.6579 -0.0996 0.2 0.2 -0.2 -0.2220
```
Forces are in eV/Å.

Values from the calculation:
* HOMO: -9.808 eV
* orbital gap: 10.7 eV
* SMILES: C.S
* net charge: 0
* spin multiplicity: 1
* LUMO: 0.92 eV
* energy above the lowest of the compared OMol25 structures with the same formula, charge and spin: 0.031 eV

A 2-piece molecular cluster, C2H5NO overall. Source: the OMol25 dataset; level of theory: ωB97M-V/def2-TZVPD.

XYZ file:
```
9
Properties=species:S:1:pos:R:3:forces:R:3:lowdin_charge:R:1
C 0.9446 -0.0599 -0.8154 0.2 0.0 -0.2 -0.1001
N 0.0534 -0.3467 0.2754 -0.1 -0.4 0.5 0.0364
C -0.0852 -1.1441 1.1641 0.0 0.0 0.0 -0.3309
O -0.3284 -1.8567 2.0681 0.2 0.4 -0.6 0.1364
H 1.9606 0.1232 -0.4521 -0.1 0.0 -0.1 0.0839
H 0.5935 0.8359 -1.3315 0.0 -0.1 0.1 0.0711
H 0.9652 -0.8880 -1.5308 0.0 0.1 0.1 0.0839
H -2.3361 1.9077 0.3324 0.0 0.0 0.0 0.0239
H -1.7676 1.4285 0.2898 -0.1 0.1 0.0 -0.0047
```
Forces are in eV/Å.

Values from the calculation:
* HOMO: -10.455 eV
* orbital gap: 11.2 eV
* SMILES: CN=C=O.[H][H]
* net charge: 0
* spin multiplicity: 1
* LUMO: 0.73 eV
* energy above the lowest of the compared OMol25 structures with the same formula, charge and spin: 1.632 eV

An isolated ion of composition C3H7N2 and charge +1. Source: the OMol25 dataset; level of theory: ωB97M-V/def2-TZVPD.

XYZ file:
```
12
Properties=species:S:1:pos:R:3:forces:R:3:lowdin_charge:R:1
C 2.1173 -0.1373 -0.2909 0.6 -0.2 -0.9 0.0199
N 1.1414 0.1341 0.4238 -5.9 0.9 1.3 0.0859
C -0.3835 0.2524 0.1965 5.5 -0.3 -0.3 -0.2385
C -1.1124 -1.0007 0.0416 -0.4 -0.4 0.0 0.0150
N -0.8943 1.4365 0.2426 -0.1 -0.1 0.1 0.2544
H 2.1159 -0.2776 -1.3682 -0.1 0.0 -0.2 0.1016
H 3.0638 -0.2169 0.2346 0.2 -0.1 -0.1 0.1005
H -0.8981 -1.6766 0.8726 0.0 0.1 0.0 0.1204
H -2.1851 -0.8389 -0.0392 0.0 0.0 0.0 0.1032
H -0.7487 -1.5092 -0.8575 0.0 0.1 0.0 0.1179
H -1.9007 1.5681 0.2268 0.1 -0.1 0.0 0.1598
H -0.3154 2.2659 0.3173 0.0 -0.1 0.0 0.1598
```
Forces are in eV/Å.

Values from the calculation:
* HOMO: -14.933 eV
* orbital gap: 10.4 eV
* SMILES: C=NC(C)=[NH2+]
* net charge: +1
* spin multiplicity: 1
* LUMO: -4.50 eV
* energy above the lowest of the compared OMol25 structures with the same formula, charge and spin: 0.641 eV

C28H23Br3N6O2ReS as an isolated structure. Source: the OMol25 dataset; level of theory: ωB97M-V/def2-TZVPD.

XYZ file:
```
64
Properties=species:S:1:pos:R:3:forces:R:3:lowdin_spin:R:1
Re 0.4608 1.3949 0.3701 -0.4 0.0 -1.4 0.6234
C 2.7133 0.1552 -2.0581 0.0 0.0 0.0 0.0004
C 3.1752 -0.0489 -0.6499 0.0 0.0 -0.2 0.0059
C 4.4045 -0.7001 -0.4162 0.0 0.0 0.0 -0.0039
C 4.8691 -0.8976 0.8508 0.0 0.0 0.0 0.0078
C 4.1067 -0.4389 1.9450 0.0 0.0 0.0 -0.0016
C 4.4766 -0.5522 3.3126 0.0 0.0 0.0 0.0249
Br 6.0916 -1.3919 3.7846 0.0 0.0 0.0 0.0068
C 3.6726 -0.0485 4.2960 0.0 0.0 0.0 -0.0059
C 2.4559 0.5832 3.9715 0.0 0.0 0.0 0.0278
Br 1.3748 1.2854 5.3370 0.0 0.0 0.0 0.0059
C 2.0531 0.6936 2.6654 0.2 -0.2 0.1 -0.0120
O 0.9077 1.2676 2.2808 -0.1 0.1 -0.5 0.0969
C 2.8890 0.1906 1.6452 0.0 0.0 0.0 -0.0002
N 2.4295 0.3816 0.3613 -0.1 0.1 0.3 -0.0066
H 3.5200 -0.0616 -2.7535 0.0 0.0 0.0 0.0000
H 2.3752 1.1775 -2.2217 0.0 0.0 0.0 -0.0002
H 1.8867 -0.5187 -2.2928 0.0 0.0 0.0 0.0008
H 4.9753 -1.0365 -1.2697 0.0 0.0 0.0 -0.0003
H 5.8144 -1.3934 1.0243 0.0 0.0 0.0 0.0006
H 3.9631 -0.1301 5.3339 0.0 0.0 0.0 -0.0008
Br -8.0358 -2.4395 -0.2596 -0.1 0.0 0.0 0.0006
C -6.5141 -2.8122 -1.2894 0.1 0.0 -0.1 0.0014
C -6.1573 -4.1319 -1.5336 0.0 0.0 0.0 0.0001
C -5.0435 -4.3945 -2.3097 0.0 0.1 0.0 0.0012
C -4.2683 -3.3418 -2.7894 0.0 0.0 0.1 0.0032
C -4.6473 -2.0164 -2.5684 0.0 -0.1 0.0 0.0023
C -5.7772 -1.7549 -1.8199 -0.1 0.0 0.0 0.0001
N -3.1341 -3.7515 -3.5395 -0.4 -0.1 0.0 0.0119
N -2.1690 -3.0236 -3.7170 0.7 -0.5 -0.5 0.0409
C -1.7525 -1.8473 -3.1536 0.0 0.7 0.2 0.0390
C -1.4905 -0.7423 -3.9756 -0.3 -0.7 0.1 -0.0082
C -0.9263 0.4135 -3.4732 0.3 0.3 0.8 0.0260
C -0.5627 0.4749 -2.1256 -0.8 -1.5 -0.9 0.0001
O 0.0116 1.5046 -1.5524 1.0 1.1 2.3 0.0886
C -0.7768 -0.6552 -1.2916 0.1 0.7 -0.5 0.0021
N -0.3566 -0.5017 -0.0055 0.0 -0.1 0.1 0.0042
C -0.5031 -1.5217 0.8338 0.0 0.0 0.0 0.0076
C -1.0664 -2.7338 0.4326 0.0 0.0 0.1 -0.0002
C -1.4923 -2.9004 -0.8661 0.0 0.1 0.0 0.0100
C -1.3553 -1.8337 -1.7667 -0.2 -0.1 -0.4 0.0019
H -6.7575 -4.9393 -1.1392 0.0 0.0 0.0 0.0000
H -4.7537 -5.4090 -2.5488 0.0 0.0 0.0 0.0000
H -4.1082 -1.1917 -3.0134 0.0 0.0 0.0 0.0006
H -6.1060 -0.7381 -1.6586 0.0 0.0 0.0 -0.0001
H -1.7560 -0.8100 -5.0221 0.0 0.0 0.0 -0.0011
H -0.7557 1.2695 -4.1122 0.0 0.0 0.0 0.0013
H -0.1663 -1.3635 1.8507 0.0 0.0 0.0 -0.0001
H -1.1572 -3.5328 1.1540 0.0 0.0 0.0 -0.0001
H -1.9166 -3.8433 -1.1856 0.0 0.0 0.0 0.0008
C 1.0494 4.8868 3.4681 0.0 0.1 0.0 -0.0006
N -0.0232 4.2133 2.7205 0.0 -0.1 -0.1 -0.0081
C -0.0691 3.6712 1.5362 0.0 0.2 0.2 -0.0031
S -1.4215 2.7465 1.0003 0.2 -0.1 0.2 0.0020
N 1.0155 3.5602 0.6266 0.0 0.0 -0.3 0.0037
C 2.3980 4.0367 0.8696 0.0 0.0 0.1 0.0002
H 0.7474 4.8932 4.5107 0.0 0.0 0.0 0.0000
H 1.1751 5.9128 3.1286 0.0 0.0 0.0 -0.0003
H 1.9795 4.3365 3.3959 0.0 0.0 0.0 0.0000
H -0.8850 4.0866 3.2363 0.0 0.0 0.0 -0.0001
H 0.6819 3.8913 -0.2782 0.0 0.1 0.0 0.0028
H 2.4217 5.0769 1.1826 0.0 0.0 0.0 -0.0001
H 2.9287 3.9432 -0.0743 0.0 0.0 0.0 0.0000
H 2.8816 3.4009 1.6061 0.0 0.0 0.0 -0.0001
```
Forces are in eV/Å.

Values from the calculation:
* HOMO (spin up / spin down): -12.746 / -12.646 eV
* orbital gap (spin up / spin down): 5.3 / 5.0 eV
* net charge: +2
* spin multiplicity: 2
* LUMO (spin up / spin down): -7.44 / -7.68 eV

Number 1: electronic energy -1007.95611 Eh. Number 2: electronic energy -340.95086 Eh. Number 3: electronic energy -7753.91711 Eh. Number 4: electronic energy -304.70611 Eh. Number 5: electronic energy -439.86459 Eh. Number 6: electronic energy -209.16236 Eh. Number 7: electronic energy -227.73079 Eh. Number 8: electronic energy -9757.82542 Eh.